No. 1
The following is a quantum chemistry calculation of the molecule C3H10N2O, from the OMol25 dataset.

Structure (XYZ):
```
16
Properties=species:S:1:pos:R:3:forces:R:3:nbo_charge:R:1
N -0.91043 -2.25142 1.72988 2.0 2.4 -1.3 -0.83
C -1.39737 -1.10652 0.87654 1.0 0.5 1.6 -0.26
C -0.42986 -0.72110 -0.29521 1.9 -0.7 -0.3 -0.23
N 0.59223 0.47328 -0.04397 -2.0 -1.1 -0.4 -0.67
C 0.85307 1.22229 -1.27406 -1.2 -0.3 -1.6 0.08
O 1.33273 2.57589 -0.95747 1.0 -2.6 -3.4 -0.71
H -1.67957 -2.81879 1.81562 -1.5 -2.2 0.4 0.35
H -0.13141 -2.69419 1.24342 -0.5 -0.3 0.3 0.35
H -2.49410 -1.33292 0.68587 1.4 0.8 -0.6 0.19
H -1.29918 -0.23865 1.56126 -0.7 -0.1 -0.5 0.21
H -1.03902 -0.43319 -1.16169 0.4 -0.1 0.1 0.21
H 0.24601 -1.65473 -0.58544 -1.6 1.7 0.4 0.17
H 1.46343 0.11423 0.31392 0.1 -0.3 0.1 0.36
H -0.20085 1.37420 -1.74604 1.9 -0.5 0.4 0.15
H 1.54286 0.58952 -2.00029 -1.0 1.9 1.2 0.15
H 1.00235 2.56631 -0.11186 -1.1 0.9 3.6 0.47
```
Positions in Å, forces in eV/Å.

The structure (SMILES) is NCCNCO. The calculation puts the frontier orbital gap at 10.4 eV. The calculation puts the LUMO energy at 0.03657 hartree. The calculation puts the HOMO energy at -9.4 eV. The total charge is 0.

No. 2
The following is a quantum chemistry calculation of a cluster of 2 separate species, C4H9NOS in total, from the OMol25 dataset.

Structure (XYZ):
```
16
Properties=species:S:1:pos:R:3:forces:R:3:nbo_charge:R:1
C -0.99125 1.34260 2.20026 -1.5 1.4 -1.5 0.86
C -1.15554 0.62862 -0.93400 0.5 -1.1 -0.8 -0.63
C 1.50050 -2.15945 -0.73543 -0.8 0.7 1.1 -0.76
C 0.22475 0.42795 -0.30766 0.5 0.7 -1.7 -0.81
N -1.27989 2.33732 1.58508 0.3 1.3 0.0 -0.78
O -1.13585 0.37879 2.79832 0.8 -2.3 1.7 -0.52
S 0.59324 -1.07017 0.50453 0.3 1.4 -2.2 0.64
H -1.41772 1.64806 -1.12967 0.6 1.0 -0.1 0.21
H -1.36611 0.13486 -1.93301 0.2 0.0 1.2 0.18
H -1.85432 0.41760 -0.19815 -2.0 -1.1 1.0 0.20
H 1.73690 -3.10388 -0.31863 -0.5 -1.4 0.2 0.22
H 2.46301 -1.75646 -0.89936 0.8 1.1 -0.6 0.22
H 0.82811 -2.10408 -1.58509 0.3 -0.4 -0.1 0.24
H 0.85055 0.84318 -1.17893 0.6 -1.2 1.9 0.21
H 1.71195 -0.77706 1.21884 -0.3 0.0 -0.2 0.10
H -0.70833 2.81212 0.91290 0.2 -0.2 0.0 0.42
```
Positions in Å, forces in eV/Å.

The calculation puts the frontier orbital gap at 7.6 eV. The calculation puts the LUMO energy at 0.01442 hartree. The calculation puts the HOMO energy at -7.2 eV. The total charge is 0.

No. 3
The following is a quantum chemistry calculation of the molecule C5H6N2, from the OMol25 dataset.

Structure (XYZ):
```
13
Properties=species:S:1:pos:R:3:forces:R:3:nbo_charge:R:1
C 0.03107 0.09904 -1.59539 -0.2 0.3 -0.3 -0.33
C -1.25659 -0.37517 -1.61311 0.1 0.2 -0.5 -0.06
C 0.44586 -0.04879 -0.25950 -0.6 -0.9 0.2 -0.06
C -0.55897 -0.69150 0.48953 0.9 0.1 0.9 -0.04
C 0.87853 0.45540 1.80003 -0.3 -0.1 -0.7 -0.04
N -1.62303 -0.77540 -0.35025 -0.1 0.2 -0.1 -0.57
N 1.46790 0.35830 0.58064 0.2 0.3 0.6 -0.52
H 0.57844 0.53536 -2.40936 -0.1 0.0 -0.2 0.22
H -1.91884 -0.51076 -2.45013 0.0 0.0 -0.1 0.20
H 0.07820 1.16031 1.91502 0.0 0.1 0.0 0.20
H 1.38798 0.11775 2.68803 0.2 -0.1 0.1 0.19
H -2.49107 -1.24067 -0.14303 0.2 0.0 0.0 0.41
H 2.41506 0.01511 0.48178 -0.2 0.0 0.1 0.40
```
Positions in Å, forces in eV/Å.

The calculation puts the frontier orbital gap at 8.1 eV. The calculation puts the LUMO energy at 0.01770 hartree. The calculation puts the HOMO energy at -7.7 eV. The total charge is 0.

No. 4
The following is a quantum chemistry calculation of a structure of composition C23H25N5O6S5SeTl, from the OMol25 dataset.

Structure (XYZ):
```
66
Properties=species:S:1:pos:R:3:forces:R:3:nbo_charge:R:1
Tl 0.27890 -1.39882 -0.15011 0.3 -0.2 0.1 1.10
C -2.43526 -5.47865 -3.51920 0.4 0.5 -0.2 -0.74
S -0.62003 -5.48850 -3.30176 0.0 -0.6 -0.4 0.30
C -0.13540 -3.94667 -2.66638 1.1 1.6 0.5 -0.09
S -1.32639 -2.89660 -2.02022 0.6 0.6 0.7 -0.18
N 1.18968 -3.72884 -2.74624 -1.2 -2.0 -0.3 -0.40
N 1.68379 -2.67469 -2.12245 1.2 1.9 0.7 -0.23
C 2.95519 -2.38925 -2.22446 -1.5 -1.1 -0.1 0.05
C 3.46894 -1.10213 -1.73278 1.5 1.0 -0.1 0.16
C 4.71111 -0.62599 -2.24636 -0.7 0.0 0.0 -0.23
C 5.11570 0.68855 -1.96558 -0.5 -0.9 -0.1 -0.18
C 4.33913 1.43893 -1.09182 -0.4 0.4 0.4 -0.24
C 3.17743 0.88176 -0.53464 0.7 -0.6 -1.0 0.06
N 2.77361 -0.33987 -0.88557 -0.9 -0.3 0.1 -0.42
H -2.84208 -6.36015 -3.06074 0.0 -0.4 0.4 0.22
H -2.91180 -4.59806 -3.08572 0.2 -0.1 -0.1 0.25
H -2.64065 -5.53287 -4.58550 0.0 0.2 0.0 0.22
H 3.64592 -3.10028 -2.73578 -0.5 0.7 0.1 0.19
H 5.26921 -1.26592 -2.93534 -0.1 0.3 0.2 0.21
H 5.97785 1.10988 -2.48196 -0.1 -0.1 0.3 0.22
H 4.57981 2.47409 -0.84481 0.1 -0.3 -0.1 0.22
H 2.53979 1.41218 0.16136 0.0 0.1 0.0 0.23
O -0.28273 2.20768 -3.83266 0.3 -0.9 0.6 -1.01
S -0.69578 1.53782 -2.59360 -1.1 0.1 -1.3 2.39
O -2.13448 1.26769 -2.63879 0.9 0.0 0.9 -0.99
O 0.15753 0.38690 -2.22435 -0.2 0.0 0.6 -1.00
C -0.32515 2.81510 -1.34625 0.1 0.6 0.0 -0.22
C 0.18975 3.98748 -1.95004 -0.6 -0.4 -0.4 -0.21
C 0.54287 5.09754 -1.20306 0.0 0.0 -0.2 -0.23
C 0.35593 5.09202 0.16234 -0.1 0.3 0.9 -0.22
C -0.18265 3.96802 0.78494 0.3 -0.1 -0.2 -0.21
C -0.49215 2.81278 0.05352 0.1 0.4 0.8 -0.34
S -0.95220 1.44556 1.18627 -0.4 -0.8 -2.3 2.41
O 0.32381 0.70949 1.36315 0.0 0.3 0.3 -1.01
O -1.57442 1.99922 2.37721 0.6 -0.1 -0.2 -0.98
O -1.85218 0.60106 0.38783 0.2 0.2 0.1 -1.03
H 0.20475 3.99228 -3.06088 0.3 0.0 1.1 0.27
H 0.92887 5.98465 -1.69192 0.0 -0.1 0.0 0.20
H 0.60857 5.97821 0.76711 -0.1 -0.5 -0.3 0.20
H -0.34776 3.93828 1.86463 0.1 0.1 -0.4 0.24
Se 2.15792 -2.35320 1.96439 -0.3 -0.2 -1.4 -0.02
C 2.19798 -0.95503 3.21250 0.1 0.4 0.8 -0.22
C 1.32328 -1.09084 4.30306 -0.1 -0.5 -0.7 -0.20
C 1.03836 0.01112 5.08244 -0.2 -0.5 0.4 -0.22
C 1.73064 1.18651 4.88604 -0.7 0.6 0.5 -0.22
C 2.71554 1.27120 3.93023 0.5 0.7 -0.1 -0.16
C 2.98642 0.20820 3.10270 -0.2 -0.9 -0.9 -0.23
H 0.86497 -2.08424 4.44467 -0.1 0.8 -0.1 0.23
H 0.25616 -0.04799 5.83017 0.1 0.0 0.1 0.21
H 1.44494 2.05606 5.47939 0.2 -0.1 -0.2 0.21
H 3.23430 2.21772 3.80800 0.1 -0.2 0.0 0.20
H 3.74633 0.25988 2.31107 -0.4 0.1 0.3 0.22
C -4.44102 -1.11358 -0.89461 0.6 -0.3 -1.1 -0.43
N -3.84606 -1.98456 0.11391 0.7 -0.3 1.4 -0.62
C -3.23590 -1.60091 1.27986 0.2 -0.3 -0.5 0.41
S -1.79776 -2.45603 1.78922 -0.6 0.4 -0.3 -0.28
N -3.68841 -0.59866 2.05303 0.7 -0.5 -0.3 -0.58
C -4.75636 0.32812 1.74683 -0.2 0.4 0.3 -0.42
H -4.21588 -1.62547 -1.87109 -0.3 0.7 0.8 0.22
H -3.95539 -0.12139 -0.92147 -0.1 -0.5 0.0 0.26
H -5.52019 -1.02561 -0.79371 -0.1 0.0 0.0 0.18
H -3.50247 -2.90233 -0.19818 -0.1 0.9 0.1 0.43
H -2.93808 -0.21761 2.63549 -0.5 -0.2 -0.2 0.44
H -4.44340 1.02243 0.96742 -0.1 0.1 0.0 0.23
H -4.95418 0.90956 2.66875 0.0 -0.4 -0.5 0.21
H -5.66874 -0.19322 1.44054 0.2 0.0 0.1 0.20
```
Positions in Å, forces in eV/Å.

The calculation puts the frontier orbital gap (spin up / spin down) at 5.5 / 5.5 eV. The calculation puts the LUMO energy (spin up / spin down) at 0.00567 / 0.00574 hartree. The calculation puts the HOMO energy (spin up / spin down) at -5.3 / -5.3 eV. The total charge is -1.

No. 5
The following is a quantum chemistry calculation of the molecule C10H10BrN, from the OMol25 dataset.

Structure (XYZ):
```
22
Properties=species:S:1:pos:R:3:forces:R:3:nbo_charge:R:1
C -2.53959 -2.32708 0.06229 -1.6 0.4 -0.9 -0.69
C -1.43858 -1.46864 -0.41294 0.6 4.1 2.1 0.38
N -0.67502 -1.72503 -1.35379 0.6 -0.5 -0.9 -0.43
C 0.48382 -0.95518 -1.82966 -0.4 1.0 1.2 -0.25
C 0.74637 0.39292 -1.02174 1.0 -2.3 -1.4 -0.03
C 1.90449 1.11351 -1.36996 0.7 1.4 -1.4 -0.20
C 2.28750 2.28750 -0.67593 -1.1 -2.6 0.0 -0.20
C 1.47535 2.66087 0.46259 2.3 0.9 -2.8 -0.22
C 0.31892 2.01141 0.70586 -1.0 -2.1 1.7 -0.18
C -0.00455 0.77199 0.04871 -1.0 2.4 -0.2 -0.10
C -1.24781 0.07184 0.50591 1.1 -2.9 0.5 -0.33
Br -2.91859 1.17042 0.57092 1.0 -0.7 -0.2 0.00
H -2.20096 -2.92161 0.89946 -0.1 -0.3 0.2 0.24
H -2.84573 -2.93514 -0.81044 0.2 -0.1 0.7 0.24
H -3.45028 -1.72691 0.35756 1.1 -0.5 -0.1 0.24
H 0.28465 -0.64284 -2.88750 0.4 -0.7 0.8 0.22
H 1.36166 -1.68105 -1.74222 -1.0 1.3 -0.4 0.23
H 2.43891 0.86712 -2.37436 -0.8 0.2 2.1 0.21
H 3.25127 2.68974 -1.00246 -0.6 0.6 0.5 0.22
H 1.83438 3.58273 0.87974 -0.5 0.2 1.0 0.22
H -0.29407 2.19892 1.62490 0.5 0.4 -1.1 0.22
H -0.91407 -0.11386 1.59491 -1.5 -0.3 -1.4 0.23
```
Positions in Å, forces in eV/Å.

The structure (SMILES) is CC1=NCc2ccccc2[C@H]1Br. The calculation puts the frontier orbital gap at 9.4 eV. The calculation puts the LUMO energy at 0.01922 hartree. The calculation puts the HOMO energy at -8.9 eV. The total charge is 0.

No. 6
The following is a quantum chemistry calculation of a structure of composition C29H27AsN3O12PtS2, from the OMol25 dataset.

Structure (XYZ):
```
75
Properties=species:S:1:pos:R:3:forces:R:3:mulliken_charge:R:1
Pt 0.35370 -1.41631 1.43926 -0.3 0.0 0.0 1.17
O 6.90938 0.33520 -2.62689 0.0 0.0 0.0 -0.50
C 5.76094 -0.34128 -2.89038 0.0 0.0 0.0 0.59
O 5.52470 -0.69297 -4.00927 0.0 0.0 0.0 -0.55
C 4.86768 -0.60801 -1.71921 0.0 0.0 0.0 1.11
C 3.94018 -1.63954 -1.82536 0.0 0.0 0.0 -1.05
C 3.09552 -1.94559 -0.77061 0.0 0.0 0.0 -0.43
C 3.20102 -1.20632 0.39632 0.0 0.0 -0.1 -0.15
C 4.08759 -0.14483 0.51195 0.0 0.0 0.1 -0.38
C 4.92437 0.14880 -0.54979 0.0 0.0 0.0 -1.08
N 2.34354 -1.51235 1.49589 -0.1 0.1 -0.1 0.40
C 2.85460 -1.71929 2.64721 0.0 -0.1 0.2 -0.28
C 1.92159 -1.96118 3.74023 0.1 0.1 -0.3 0.55
C 2.30399 -2.24653 5.03530 0.0 0.0 0.1 -0.93
C 1.31961 -2.47957 5.98265 -0.1 0.0 -0.1 -0.24
C -0.00614 -2.43027 5.58368 0.1 0.0 0.1 -0.89
C -0.32784 -2.13554 4.26810 -0.1 0.0 -0.1 0.12
N 0.62378 -1.88960 3.36210 0.0 0.0 0.3 0.17
H 7.00869 0.44970 -1.67525 0.0 0.0 0.0 0.33
H 3.87779 -2.19905 -2.74865 0.0 0.0 0.0 0.50
H 2.36029 -2.74067 -0.86823 0.0 0.0 0.0 0.67
H 4.04957 0.48387 1.39102 0.0 0.0 0.0 0.37
H 5.57687 1.01153 -0.46703 0.0 0.0 0.0 0.27
H 3.92904 -1.71848 2.79031 0.0 0.0 0.1 0.48
H 3.35575 -2.28528 5.28278 0.0 0.0 0.0 0.44
H 1.58449 -2.70668 7.00618 0.0 0.0 0.0 0.43
H -0.80767 -2.62476 6.28179 0.0 0.0 0.0 0.45
H -1.35025 -2.11884 3.89080 0.1 0.0 0.0 0.50
O 1.48001 1.87313 -1.37867 0.0 -0.1 0.0 -0.56
As 0.44999 1.44916 0.03884 -0.1 0.0 0.1 0.64
O 0.34447 -0.74271 -0.48950 0.2 0.2 -0.3 -0.62
O 1.58280 1.42772 1.21901 0.1 0.1 0.0 -0.72
C -0.57168 -1.06499 -1.44626 -0.1 -0.1 0.0 0.28
C -0.98839 -0.05219 -2.31512 -0.1 0.1 -0.1 -0.34
C -1.96394 -0.26557 -3.28091 0.0 0.0 0.1 -1.02
C -2.55251 -1.50903 -3.41236 0.0 -0.1 0.1 -0.54
C -2.07877 -2.54626 -2.61792 -0.1 0.0 -0.1 -0.47
C -1.08538 -2.36248 -1.66552 0.1 0.1 0.0 -0.13
S -0.38392 -3.88113 -0.98817 0.1 0.1 0.0 1.36
O -1.28824 -4.93609 -1.39150 0.0 0.0 0.0 -0.79
O 0.93139 -3.94844 -1.62209 0.0 0.0 0.1 -0.80
O -0.31169 -3.68840 0.45895 -0.1 -0.2 0.0 -0.62
H 2.38804 1.71650 -1.07973 0.0 0.0 -0.1 0.25
H -0.52419 0.92094 -2.27404 0.0 0.0 0.1 0.54
H -2.27093 0.55657 -3.91625 0.0 0.0 0.0 0.36
H -3.33441 -1.68072 -4.13988 0.0 0.0 0.0 0.37
H -2.45114 -3.55460 -2.73671 0.0 0.0 0.0 0.60
C 0.53911 5.21728 -0.46816 0.0 0.0 0.0 -1.45
C -0.77007 4.52079 -0.71866 0.0 0.0 0.0 0.60
C -1.05687 3.96907 -1.96419 0.0 0.0 0.0 -0.21
C -2.22906 3.26219 -2.17889 0.0 -0.1 0.0 -0.49
C -3.13205 3.10074 -1.13800 0.0 0.0 0.0 -0.16
C -2.87508 3.65962 0.10740 0.0 0.0 0.0 -0.60
C -1.69927 4.36537 0.30818 0.0 0.0 0.0 -0.33
S -4.61137 2.15061 -1.38198 0.0 0.1 -0.1 1.20
O -5.59324 2.69444 -0.48626 0.0 -0.1 0.0 -0.72
O -4.85031 2.08094 -2.79526 0.0 0.0 0.0 -0.73
N -4.29101 0.63079 -0.89299 -0.1 0.0 0.1 -0.24
C -3.91965 0.41595 0.51229 0.0 -0.1 -0.1 -0.21
C -3.88459 -1.07882 0.83890 0.1 0.0 0.0 -0.77
C -2.71221 -1.47108 1.73679 -0.1 -0.1 0.0 0.66
O -2.86871 -2.24391 2.67226 0.0 0.0 0.1 -0.81
O -1.60862 -0.91262 1.36498 0.1 0.0 -0.1 -0.65
H 1.00249 5.53526 -1.40114 0.0 0.0 0.0 0.36
H 1.23437 4.53661 0.03077 0.0 0.0 0.0 0.21
H 0.40749 6.08937 0.17313 0.0 0.0 0.0 0.43
H -0.33879 4.07195 -2.76824 0.0 0.0 0.0 0.26
H -2.45148 2.83393 -3.14713 0.0 0.0 0.0 0.59
H -3.60147 3.55106 0.90100 0.0 0.0 0.0 0.47
H -1.49162 4.79165 1.28284 0.0 0.0 0.0 0.37
H -3.68900 0.15078 -1.55886 0.0 0.0 0.0 0.18
H -4.66656 0.92061 1.12351 0.0 0.0 0.0 0.52
H -2.94041 0.85127 0.71743 0.1 0.0 0.0 0.08
H -3.74094 -1.65895 -0.07894 0.0 0.0 0.0 0.24
H -4.81539 -1.41248 1.29214 0.0 0.0 0.0 0.37
```
Positions in Å, forces in eV/Å.

The calculation puts the frontier orbital gap at 6.4 eV. The calculation puts the LUMO energy at 0.02619 hartree. The calculation puts the HOMO energy at -5.7 eV. The total charge is -1.

In the order shown, the computed energy above the lowest of the compared OMol25 structures with the same formula, charge and spin values come out to 61.9 104.6 89.3 0.4 7.9 0.0 kcal per mole.